Record 1
Molecular formula: C2H6INO3P
Method: DFT, the ωB97M-V functional and the def2-TZVPD basis

```
14
Properties=species:S:1:pos:R:3:forces:R:3
C 1.411 0.145 1.028 1.29 -1.99 1.46
C -0.050 0.586 1.007 0.06 1.08 1.27
N -0.419 0.912 -0.345 1.63 -2.07 -0.43
O 1.139 -0.566 -1.899 0.27 -0.36 -0.07
O -1.234 0.267 -2.650 -0.10 -0.06 -0.21
O -1.032 -1.885 -0.691 4.39 1.84 -0.96
P -0.238 -0.136 -1.645 -0.58 -0.94 0.98
I -2.958 -1.916 -0.674 -3.89 -0.23 0.17
H 1.533 -0.166 2.137 0.25 0.20 -1.56
H 1.424 -0.851 0.390 0.67 2.23 1.22
H 2.318 0.880 0.825 -2.35 -1.35 -0.12
H -0.648 -0.292 1.432 0.56 1.16 -0.56
H -0.171 1.481 1.744 -0.11 -1.30 -1.49
H -1.074 1.540 -0.659 -2.10 1.81 0.29
```
Forces are in eV/Å.

HOMO-LUMO gap (spin up / spin down) ... 5.48 / 6.66 eV
Maximum force ... 4.85 eV/Å
Multiplicity ... 3
Net charge ... -1
<S²> ... 2.01

Löwdin atomic charge list, values in e, 4 entries: C -0.167; C -0.370; N -0.143; O -0.344

Record 2
Molecular formula: C30H25BO9PS
Method: DFT, the ωB97M-V functional and the def2-TZVPD basis

```
67
Properties=species:S:1:pos:R:3:forces:R:3
C -6.795 5.710 -2.984 -0.14 -0.75 0.66
S -6.117 4.034 -3.244 0.06 0.42 -1.02
C -4.576 3.869 -2.342 -0.07 0.00 0.82
B -4.637 4.508 -0.865 0.11 0.45 0.20
O -3.643 5.352 -0.502 0.63 -0.94 0.14
O -5.663 4.249 -0.008 -0.12 -0.48 -0.29
P -7.566 2.731 -2.302 -0.51 -0.24 1.40
O -6.910 1.800 -1.435 1.36 -0.98 0.42
O -8.371 2.081 -3.487 0.42 0.88 -0.75
O -8.555 3.687 -1.533 -0.46 -0.03 -0.97
H -7.014 5.813 -1.929 0.14 0.20 0.23
H -6.106 6.458 -3.350 0.16 0.00 -0.20
H -7.743 5.701 -3.507 -0.04 0.17 -0.33
H -4.348 2.807 -2.267 -0.33 -0.25 -0.12
H -3.778 4.309 -2.930 -0.17 0.21 -0.47
H -2.799 4.923 -0.735 0.21 0.96 -0.13
H -5.405 3.480 0.529 -0.59 0.29 0.19
H -8.052 2.389 -4.354 -0.44 -0.41 -0.06
H -9.449 3.315 -1.669 -0.07 0.55 0.30
C 3.539 6.728 1.029 0.05 -0.02 0.03
C 4.565 6.065 1.695 -0.05 0.03 -0.04
C 4.523 4.689 1.843 0.11 0.10 0.05
C 3.450 3.970 1.335 -0.15 0.02 -0.06
C 2.408 4.638 0.686 0.05 -0.11 0.03
C 2.464 6.017 0.526 0.03 0.13 0.01
C 1.227 3.894 0.176 -0.13 0.13 -0.10
O 0.323 4.478 -0.393 -0.18 -0.05 -0.02
C 1.173 2.420 0.385 0.08 0.05 0.05
C 0.056 1.709 -0.032 -0.07 -0.14 0.00
C -0.001 0.338 0.145 0.02 0.00 0.00
C 1.065 -0.334 0.734 -0.02 -0.04 0.02
C 2.179 0.370 1.157 -0.10 -0.18 -0.01
C 2.234 1.747 0.993 -0.06 0.11 -0.05
C 3.428 2.490 1.486 0.23 -0.10 0.12
O 4.353 1.903 2.002 0.00 -0.02 0.01
H 3.579 7.802 0.907 0.00 0.01 0.00
H 5.399 6.624 2.097 0.01 0.00 -0.01
H 5.322 4.172 2.355 -0.04 -0.11 -0.03
H 1.664 6.532 0.013 -0.06 -0.09 -0.01
H -0.771 2.231 -0.493 0.06 0.11 -0.02
H -0.874 -0.214 -0.177 0.01 -0.02 0.00
H 1.022 -1.408 0.865 0.00 -0.01 -0.04
H 3.006 -0.151 1.620 0.07 0.12 0.03
C 0.744 -9.104 -1.088 -0.03 0.05 -0.03
C 0.174 -7.967 -1.652 0.03 -0.05 0.02
C 0.604 -6.710 -1.266 -0.11 -0.05 -0.10
C 1.598 -6.581 -0.305 0.08 -0.07 0.10
C 2.154 -7.722 0.278 -0.02 0.16 -0.03
C 1.731 -8.982 -0.125 -0.07 -0.13 -0.06
C 3.188 -7.608 1.343 0.11 -0.22 0.10
O 3.675 -8.597 1.846 0.00 -0.01 0.01
C 3.604 -6.246 1.781 -0.09 0.10 -0.08
C 4.526 -6.116 2.812 0.11 0.04 0.11
C 4.932 -4.858 3.221 -0.01 0.06 -0.03
C 4.426 -3.723 2.597 0.02 -0.04 0.03
C 3.503 -3.847 1.573 0.08 0.13 0.13
C 3.081 -5.107 1.167 0.00 -0.13 0.00
C 2.062 -5.223 0.088 -0.08 0.19 -0.11
O 1.616 -4.232 -0.456 -0.05 0.07 0.03
H 0.413 -10.086 -1.397 0.00 -0.01 0.00
H -0.605 -8.065 -2.396 0.00 -0.01 -0.01
H 0.165 -5.826 -1.707 0.08 0.08 0.05
H 2.172 -9.864 0.318 0.07 0.06 0.08
H 4.921 -6.999 3.293 -0.05 -0.08 -0.08
H 5.646 -4.759 4.027 0.01 0.00 0.00
H 4.750 -2.741 2.915 0.01 0.00 0.00
H 3.110 -2.961 1.094 -0.08 -0.09 -0.12
```
Forces are in eV/Å.

HOMO-LUMO gap ... 7.49 eV
Maximum force ... 1.73 eV/Å
Net charge ... +1

Löwdin atomic charge list, values in e, 4 entries: C -0.215; S 1.032; C -0.253; B -0.733

Record 3
Molecular formula: C43H49BF12N7NaO4S3
Method: DFT, the ωB97M-V functional and the def2-TZVPD basis

```
120
Properties=species:S:1:pos:R:3:forces:R:3
Na 1.054 1.246 0.203 -0.02 -0.29 -0.26
C -1.912 2.915 -3.636 -0.01 -0.04 0.04
C -2.434 1.529 -3.441 0.07 0.12 0.10
C -2.983 0.801 -4.435 -0.03 -0.09 -0.08
C -3.374 -0.556 -4.206 -0.02 0.08 -0.15
N -3.109 -1.142 -3.087 0.07 -0.07 0.11
N -2.538 -0.432 -2.098 -0.05 -0.03 0.10
B -2.091 -1.247 -0.885 -0.32 -0.04 0.07
N -2.087 -2.811 -1.127 0.15 0.15 -0.04
N -3.002 -3.757 -1.163 0.02 0.06 0.07
C -2.555 -4.988 -1.122 0.01 -0.11 0.04
C -1.164 -5.275 -1.026 -0.08 -0.12 -0.04
C -0.232 -4.282 -0.959 0.28 0.00 0.04
C 1.241 -4.460 -0.779 -0.14 0.05 -0.03
C -0.770 -2.977 -1.008 -0.01 -0.05 -0.05
S -0.114 -1.411 -0.896 -0.20 -0.05 0.14
C -3.644 -6.063 -1.121 -0.03 0.06 0.02
C -4.572 -5.843 -2.324 0.06 0.03 -0.01
C -4.460 -5.919 0.175 0.05 0.04 -0.01
C -3.056 -7.470 -1.193 0.00 -0.04 -0.02
N -2.979 -1.010 0.374 -0.19 0.04 -0.25
N -4.192 -0.620 -0.060 0.17 0.04 -0.09
C -5.142 -0.351 0.768 -0.08 0.04 0.04
C -4.915 -0.435 2.167 -0.04 0.00 0.01
C -3.726 -0.886 2.627 0.06 -0.08 0.06
C -3.459 -0.988 4.094 0.07 0.02 -0.04
C -2.701 -1.304 1.680 -0.14 0.07 -0.06
S -1.323 -2.112 2.152 -0.06 -0.04 0.07
C -6.468 0.057 0.115 0.09 -0.03 0.01
C -6.227 1.283 -0.774 0.07 0.02 0.05
C -6.961 -1.108 -0.755 0.03 -0.05 0.05
C -7.523 0.386 1.169 -0.03 0.02 0.01
C -2.329 0.928 -2.120 0.00 -0.11 -0.05
S -1.960 1.749 -0.730 -0.01 -0.14 -0.27
C -4.107 -1.362 -5.274 0.03 0.06 0.04
C -4.352 -2.795 -4.808 0.03 -0.02 0.09
C -3.281 -1.388 -6.567 0.03 0.02 -0.02
C -5.460 -0.685 -5.540 -0.01 0.03 -0.02
H -2.132 3.276 -4.643 0.02 -0.03 0.03
H -0.829 2.910 -3.472 -0.08 -0.01 0.02
H -2.334 3.590 -2.890 0.00 -0.01 -0.02
H -3.090 1.236 -5.423 -0.03 -0.01 0.03
H -0.833 -6.305 -0.976 -0.03 0.03 0.00
H 1.522 -5.513 -0.802 -0.01 0.02 -0.01
H 1.558 -4.010 0.169 0.02 0.01 -0.02
H 1.780 -3.918 -1.563 -0.03 -0.05 0.03
H -4.980 -4.831 -2.306 0.01 -0.06 -0.01
H -5.397 -6.561 -2.296 0.04 0.02 -0.01
H -4.030 -5.974 -3.267 -0.04 0.02 0.08
H -4.847 -4.902 0.259 0.00 -0.06 0.01
H -3.837 -6.119 1.052 -0.04 0.03 -0.07
H -5.300 -6.621 0.174 0.06 0.02 0.00
H -2.450 -7.605 -2.094 -0.03 -0.01 0.05
H -3.871 -8.198 -1.222 0.03 0.01 0.00
H -2.438 -7.697 -0.320 -0.03 0.01 -0.04
H -5.684 -0.139 2.871 0.04 -0.01 -0.02
H -4.366 -0.773 4.663 0.06 0.01 -0.03
H -2.680 -0.274 4.374 -0.02 -0.07 -0.03
H -3.080 -1.979 4.343 -0.02 -0.02 0.01
H -5.469 1.056 -1.527 -0.05 0.04 0.03
H -5.859 2.125 -0.180 -0.01 -0.04 -0.06
H -7.155 1.582 -1.274 0.04 -0.03 0.03
H -6.190 -1.385 -1.477 -0.06 0.03 0.02
H -7.875 -0.827 -1.290 0.07 -0.01 0.04
H -7.177 -1.986 -0.137 0.01 0.04 -0.05
H -7.219 1.237 1.786 -0.03 -0.05 -0.03
H -7.712 -0.468 1.826 -0.01 0.04 -0.03
H -8.463 0.646 0.675 0.01 0.01 0.02
H -3.410 -3.305 -4.594 -0.07 0.02 -0.02
H -4.890 -3.348 -5.586 0.03 0.04 0.04
H -4.939 -2.810 -3.887 0.03 -0.02 -0.05
H -2.305 -1.848 -6.389 -0.06 0.03 -0.02
H -3.113 -0.381 -6.959 0.00 -0.07 0.02
H -3.803 -1.966 -7.336 0.02 0.03 0.04
H -6.051 -0.643 -4.620 0.03 -0.01 -0.07
H -6.024 -1.244 -6.293 0.03 0.04 0.04
H -5.326 0.339 -5.902 -0.02 -0.06 0.02
C 0.241 1.797 4.002 0.01 -0.05 -0.03
C -0.298 2.497 2.735 -0.19 -0.14 -0.03
O -0.170 1.770 1.630 -0.83 1.01 1.64
C 0.435 3.881 2.619 -0.09 -0.25 -0.10
F 0.254 4.460 1.426 -0.01 0.06 0.03
F 0.036 4.794 3.557 0.02 0.00 0.00
F 1.762 3.743 2.786 0.01 0.04 0.01
C -1.815 2.812 3.000 0.14 -0.13 -0.17
F -2.099 3.267 4.254 -0.02 0.05 0.01
F -2.546 1.692 2.854 -0.01 0.10 0.05
F -2.328 3.721 2.149 -0.02 0.00 0.02
H 0.182 2.417 4.901 0.02 -0.05 -0.01
H -0.328 0.874 4.141 0.04 0.06 -0.01
H 1.278 1.528 3.802 -0.04 -0.01 0.02
O 2.928 1.529 1.154 0.87 -0.07 0.39
C 3.147 0.392 1.567 0.14 -0.01 0.15
N 2.532 -0.749 1.162 0.25 -0.08 0.24
C 3.067 -1.796 1.851 0.02 0.02 -0.10
O 2.823 -2.992 1.717 -0.05 0.06 0.04
C 4.120 -1.282 2.828 -0.05 -0.05 -0.09
C 4.945 -1.914 3.731 0.06 -0.03 0.10
C 5.860 -1.128 4.439 -0.08 0.00 -0.05
C 5.933 0.246 4.227 -0.05 -0.01 -0.06
C 5.085 0.873 3.308 0.05 0.07 0.09
C 4.186 0.080 2.630 -0.07 0.07 -0.11
H 4.883 -2.985 3.889 0.00 0.01 -0.04
H 6.520 -1.594 5.162 0.01 0.02 -0.01
H 6.660 0.833 4.779 -0.03 -0.01 0.00
H 5.125 1.942 3.130 -0.01 -0.06 0.01
C 3.546 0.365 -1.900 -0.06 0.00 0.10
C 2.263 0.946 -2.535 -0.19 0.13 -0.50
O 1.162 0.955 -1.781 0.59 -0.11 -1.44
C 2.014 0.118 -3.842 -0.10 0.01 0.28
F 1.893 -1.195 -3.540 0.01 0.06 -0.10
F 0.887 0.464 -4.488 -0.01 -0.01 -0.02
F 3.014 0.193 -4.765 -0.01 0.00 -0.04
C 2.603 2.416 -2.959 -0.07 -0.19 0.16
F 3.771 2.562 -3.648 -0.01 0.02 -0.02
F 2.723 3.178 -1.862 0.02 0.07 -0.08
F 1.651 2.986 -3.731 0.03 0.00 0.00
H 3.309 -0.618 -1.492 0.00 0.06 0.00
H 3.849 1.010 -1.075 -0.02 -0.03 -0.02
H 4.362 0.291 -2.623 -0.01 -0.02 0.04
```
Forces are in eV/Å.

HOMO-LUMO gap ... 6.25 eV
Maximum force ... 2.09 eV/Å
Net charge ... -2

Löwdin atomic charge list, values in e, 4 entries: Na 0.176; C -0.057; C -0.243; C 0.030

Record 4
Molecular formula: C24H21F5N2O3PSeTa
Method: DFT, the ωB97M-V functional and the def2-TZVPD basis

```
58
Properties=species:S:1:pos:R:3:forces:R:3
Ta -0.051 0.330 -0.436 1.00 1.56 0.72
C 0.234 -0.898 -4.403 0.14 0.06 -0.01
O -0.544 -2.091 -4.355 -0.20 -0.03 -0.02
C -0.744 -2.767 -3.215 0.12 0.42 0.04
C -1.097 -4.116 -3.373 0.05 -0.02 0.12
C -1.302 -4.948 -2.292 -0.02 0.00 -0.10
C -1.165 -4.454 -1.005 0.00 -0.02 0.17
C -0.847 -3.112 -0.807 0.04 0.16 -0.22
C -0.689 -2.637 0.530 0.08 0.08 0.16
N -0.348 -1.423 0.866 0.13 1.41 -1.39
N -0.222 -1.140 2.192 0.12 -0.01 0.97
C 0.066 0.102 2.421 -0.30 -1.38 0.47
O 0.178 0.919 1.357 -0.10 0.30 0.35
C 0.267 0.566 3.781 0.05 0.42 0.21
C -0.072 -0.270 4.856 0.01 0.02 -0.23
C 0.150 0.150 6.151 0.02 0.06 0.05
C 0.714 1.399 6.392 -0.01 -0.03 -0.08
C 1.046 2.233 5.332 0.04 0.09 0.12
C 0.819 1.826 4.031 -0.06 -0.08 -0.25
C -0.663 -2.256 -1.920 -0.24 -0.98 -0.08
O -0.422 -0.947 -1.652 -0.56 -1.23 -1.32
H 0.484 -0.758 -5.451 -0.01 -0.01 0.00
H 1.156 -1.003 -3.827 -0.03 -0.01 0.02
H -0.332 -0.033 -4.056 -0.02 -0.03 0.00
H -1.184 -4.480 -4.388 0.02 -0.01 0.00
H -1.551 -5.987 -2.450 -0.02 0.01 -0.01
H -1.299 -5.105 -0.151 0.02 0.02 0.01
H -0.845 -3.338 1.345 0.01 0.05 0.05
H -0.511 -1.235 4.655 0.01 -0.05 0.04
H -0.113 -0.492 6.980 -0.01 -0.01 -0.02
H 0.892 1.722 7.409 0.00 0.01 0.00
H 1.488 3.201 5.525 -0.01 0.00 -0.01
H 1.082 2.474 3.204 0.01 -0.01 0.02
C -3.593 0.465 0.130 0.20 -0.10 -0.02
P -2.369 1.607 -0.581 -0.41 0.11 -0.07
C -2.499 3.118 0.417 0.24 -0.10 -0.01
C -3.027 2.030 -2.220 0.22 -0.13 0.05
H -4.561 0.966 0.158 -0.01 0.01 0.01
H -3.313 0.176 1.145 0.00 0.04 0.01
H -3.679 -0.435 -0.481 0.00 0.02 -0.02
H -3.444 3.605 0.176 -0.03 -0.03 0.02
H -1.684 3.808 0.207 -0.01 -0.02 -0.04
H -2.484 2.861 1.476 0.03 0.00 0.00
H -4.061 2.351 -2.087 0.00 0.03 0.00
H -3.011 1.160 -2.877 0.01 0.00 0.00
H -2.458 2.839 -2.676 0.03 0.00 0.02
F 3.105 6.395 -2.267 0.04 0.12 -0.02
C 2.947 5.116 -2.017 0.00 -0.17 0.03
C 1.681 4.620 -1.736 -0.06 -0.07 0.02
F 0.617 5.410 -1.711 -0.03 0.09 -0.01
C 1.551 3.276 -1.474 0.30 -0.11 0.03
F 0.297 2.776 -1.193 -0.35 -0.46 0.18
C 2.603 2.391 -1.476 0.00 0.17 0.06
Se 2.358 0.517 -1.233 -0.34 -0.07 -0.05
C 3.863 2.906 -1.757 -0.13 -0.24 0.09
F 4.900 2.081 -1.773 0.07 0.12 -0.05
C 4.041 4.255 -2.027 -0.09 0.01 0.01
F 5.240 4.724 -2.294 0.05 0.03 -0.01
```
Forces are in eV/Å.

Relative energy (zero: lowest compared OMol25 entry of this formula, charge and spin) ... 6.94 kcal per mole
HOMO-LUMO gap ... 6.13 eV
Maximum force ... 1.98 eV/Å
Net charge ... +2

Löwdin atomic charge list, values in e, 4 entries: Ta 1.486; C -0.037; O -0.032; C -0.196

- What is the formula in the first record?
  C2H6INO3P